{
  "formula": "C37H59NO4S5SiSn",
  "method": "ωB97M-V/def2-TZVPD",
  "species": ["Sn", "C", "C", "S", "C", "C", "S", "C", "C", "S", "C", "C", "S", "H", "H", "H", "H", "H", "H", "H", "H", "H", "H", "H", "H", "H", "H", "H", "H", "C", "C", "C", "C", "C", "C", "C", "C", "S", "C", "N", "C", "C", "C", "C", "C", "C", "C", "C", "H", "H", "H", "H", "H", "H", "H", "H", "H", "H", "H", "H", "H", "H", "H", "H", "C", "C", "C", "C", "O", "Si", "O", "O", "C", "C", "C", "C", "O", "C", "C", "C", "C", "H", "H", "H", "H", "H", "H", "H", "H", "H", "H", "H", "H", "H", "H", "H", "H", "H", "H", "H", "H", "H", "H", "H", "H", "H", "H", "H"],
  "coordinates": [[0.644, -1.324, -0.814], [1.316, -4.379, 1.806], [0.774, -5.285, 0.723], [0.700, -4.503, -0.927], [2.312, -4.938, -1.662], [3.544, -4.360, -0.996], [3.596, -2.526, -0.996], [4.366, -2.232, 0.647], [4.179, -0.819, 1.171], [2.484, -0.132, 1.100], [1.767, -0.484, 2.738], [1.509, -1.937, 3.102], [0.391, -2.809, 1.941], [2.361, -4.135, 1.633], [1.220, -4.873, 2.776], [-0.252, -5.574, 0.949], [1.389, -6.181, 0.644], [2.222, -4.586, -2.688], [2.380, -6.027, -1.669], [4.421, -4.691, -1.554], [3.641, -4.704, 0.032], [5.434, -2.421, 0.532], [3.958, -2.967, 1.340], [4.759, -0.119, 0.567], [4.524, -0.758, 2.202], [0.835, 0.079, 2.712], [2.416, -0.041, 3.490], [1.014, -1.958, 4.074], [2.439, -2.499, 3.174], [-4.499, -0.287, 4.123], [-3.762, -1.526, 3.603], [-4.424, -2.803, 4.137], [-2.325, -1.485, 4.129], [-3.821, -1.548, 2.087], [-5.068, -1.641, 1.442], [-5.192, -1.687, 0.072], [-4.036, -1.672, -0.695], [-3.844, -1.733, -2.418], [-2.133, -1.657, -2.205], [-1.733, -1.601, -0.960], [-2.775, -1.590, -0.080], [-2.684, -1.499, 1.307], [-1.202, -1.659, -3.314], [-1.631, -1.661, -4.648], [-0.708, -1.679, -5.675], [0.649, -1.687, -5.409], [1.101, -1.657, -4.088], [0.164, -1.643, -3.093], [-4.461, -0.267, 5.209], [-5.542, -0.283, 3.823], [-4.032, 0.620, 3.746], [-4.312, -2.850, 5.216], [-3.956, -3.685, 3.704], [-5.485, -2.834, 3.909], [-2.348, -1.488, 5.216], [-1.814, -0.579, 3.809], [-1.768, -2.360, 3.800], [-5.969, -1.672, 2.035], [-6.163, -1.737, -0.398], [-1.702, -1.373, 1.734], [-2.691, -1.642, -4.852], [-1.052, -1.684, -6.697], [1.371, -1.710, -6.210], [2.162, -1.630, -3.870], [2.048, 4.794, 0.427], [2.737, 3.442, 0.578], [4.183, 3.515, 0.079], [2.698, 3.041, 2.057], [2.088, 2.411, -0.172], [0.553, 2.248, -0.669], [0.383, 0.655, -0.980], [-0.430, 2.719, 0.511], [-1.821, 3.041, 0.498], [-2.276, 3.014, 1.958], [-2.585, 2.001, -0.313], [-2.016, 4.429, -0.106], [0.202, 3.002, -2.053], [0.834, 3.124, -3.309], [1.865, 2.013, -3.514], [1.550, 4.478, -3.370], [-0.263, 3.048, -4.372], [2.581, 5.546, 1.006], [1.023, 4.729, 0.779], [2.044, 5.094, -0.615], [4.784, 4.090, 0.777], [4.244, 3.995, -0.895], [4.595, 2.511, -0.008], [3.056, 3.855, 2.679], [3.321, 2.165, 2.226], [1.668, 2.805, 2.320], [-2.148, 2.015, 2.368], [-3.322, 3.292, 2.025], [-1.691, 3.713, 2.550], [-2.423, 1.015, 0.115], [-2.219, 1.999, -1.335], [-3.646, 2.229, -0.306], [-1.488, 5.179, 0.478], [-3.071, 4.680, -0.126], [-1.624, 4.436, -1.120], [2.609, 2.067, -2.724], [2.345, 2.132, -4.481], [1.373, 1.045, -3.459], [2.338, 4.504, -2.623], [0.850, 5.286, -3.176], [1.991, 4.614, -4.353], [-0.747, 2.075, -4.342], [0.163, 3.207, -5.357], [-1.013, 3.813, -4.185]],
  "max_force_ev_per_a": 2.16,
  "total_energy_ev": -116884.9622,
  "total_charge": 2,
  "e_above_lowest_kj_mol": 164.5,
  "lumo_ev": -7.901,
  "spin_multiplicity": 1,
  "homo_ev": -13.43
}



{
  "formula": "C25H36AlBr2ClF21IN6NaO12S3",
  "method": "ωB97M-V/def2-TZVPD",
  "species": ["C", "C", "F", "C", "N", "C", "C", "C", "C", "F", "F", "C", "F", "F", "C", "F", "F", "C", "F", "F", "C", "F", "F", "C", "F", "F", "F", "N", "C", "N", "C", "C", "C", "C", "O", "C", "O", "C", "C", "C", "I", "N", "S", "H", "H", "H", "H", "H", "H", "H", "H", "H", "H", "H", "H", "H", "H", "H", "H", "H", "H", "H", "H", "H", "H", "H", "H", "H", "H", "F", "Na", "N", "O", "O", "O", "Al", "O", "H", "H", "O", "H", "H", "Cl", "C", "F", "F", "F", "S", "O", "O", "N", "S", "O", "O", "C", "F", "F", "F", "Br", "C", "C", "Br", "H", "H", "H", "H", "O", "H", "H"],
  "coordinates": [[-0.475, -3.753, 1.313], [-1.318, -2.691, 2.238], [-2.520, -3.402, 2.803], [-1.717, -1.289, 1.465], [-1.105, -1.137, 0.090], [-1.843, -1.256, -1.223], [-3.407, -1.545, -1.609], [-4.118, -2.777, -0.796], [-5.757, -2.651, -0.651], [-6.230, -1.711, -1.693], [-6.328, -3.998, -1.031], [-6.294, -2.349, 0.865], [-5.251, -1.982, 1.849], [-6.922, -3.620, 1.387], [-7.472, -1.202, 0.970], [-8.610, -1.432, 0.003], [-8.102, -1.401, 2.330], [-6.931, 0.345, 0.827], [-7.852, 1.004, -0.173], [-5.562, 0.440, 0.195], [-6.829, 1.174, 2.237], [-6.040, 0.450, 3.302], [-8.182, 1.503, 2.824], [-6.051, 2.648, 2.086], [-4.588, 2.338, 2.295], [-6.439, 3.624, 3.130], [-6.216, 3.263, 0.750], [-0.975, -1.019, -2.438], [0.360, -0.734, -1.780], [1.502, -0.413, -2.448], [2.872, -0.116, -1.909], [2.902, 1.407, -1.284], [4.063, 1.663, -0.156], [3.394, 2.328, 1.223], [3.546, 3.792, 1.294], [4.403, 4.210, 2.417], [4.315, 3.791, 3.683], [1.379, -0.395, -3.988], [0.558, 0.902, -4.562], [0.491, 2.190, -3.552], [1.454, 1.679, -6.453], [0.220, -0.829, -0.292], [1.267, -0.604, 1.067], [-0.699, -4.841, 1.750], [0.682, -3.579, 1.463], [-0.816, -3.765, 0.188], [-0.640, -2.448, 3.188], [-1.385, -0.407, 2.198], [-2.876, -1.177, 1.341], [-3.412, -1.863, -2.759], [-3.971, -0.521, -1.561], [-3.934, -3.755, -1.457], [-3.554, -2.970, 0.212], [3.159, -0.921, -1.104], [3.737, -0.153, -2.728], [3.101, 2.143, -2.196], [1.821, 1.614, -0.823], [4.688, 0.695, 0.064], [4.806, 2.505, -0.560], [3.884, 1.744, 2.117], [2.221, 2.117, 1.269], [5.217, 5.042, 2.178], [0.801, -1.358, -4.389], [2.445, -0.430, -4.468], [-0.550, 0.590, -4.879], [-0.310, 2.939, -4.023], [0.109, 1.957, -2.469], [1.502, 2.801, -3.524], [0.679, 0.296, 1.984], [-0.110, 2.642, -1.032], [3.190, 0.563, 2.838], [2.290, 5.008, 5.517], [1.698, 4.085, 4.934], [2.680, 5.999, 4.877], [2.492, 4.941, 6.741], [-1.310, 1.488, -2.171], [4.846, 2.477, -7.615], [3.924, 2.520, -7.910], [5.300, 3.128, -8.171], [7.246, 3.252, 5.361], [6.324, 3.294, 5.066], [7.700, 3.903, 4.805], [-6.410, -3.593, -3.121], [7.894, 2.560, -3.123], [6.714, 2.621, -3.804], [8.879, 2.789, -4.043], [7.911, 3.643, -2.288], [8.131, 0.989, -2.228], [8.110, -0.036, -3.276], [7.007, 0.929, -1.290], [9.549, 1.334, -1.608], [10.114, 0.156, -0.710], [10.525, -1.061, -1.415], [9.432, -0.075, 0.566], [11.682, 0.965, -0.249], [11.485, 2.144, 0.415], [12.448, 1.278, -1.338], [12.467, 0.198, 0.562], [-12.502, -5.453, 0.796], [-11.855, -3.840, 1.681], [-10.482, -4.055, 2.275], [-10.582, -5.084, 3.928], [-12.609, -3.557, 2.421], [-11.820, -3.080, 0.895], [-10.033, -3.100, 2.562], [-9.799, -4.587, 1.607], [0.307, -5.645, 3.236], [1.147, -6.108, 3.098], [-0.281, -6.328, 3.593]],
  "max_force_ev_per_a": 8.62,
  "total_energy_ev": -321272.5608,
  "total_charge": 1,
  "lumo_ev": -9.524,
  "spin_multiplicity": 1,
  "homo_ev": -10.48
}



{
  "formula": "C11H15N2",
  "method": "ωB97M-V/def2-TZVPD",
  "species": ["C", "C", "C", "C", "C", "C", "C", "C", "C", "N", "C", "C", "N", "H", "H", "H", "H", "H", "H", "H", "H", "H", "H", "H", "H", "H", "H", "H"],
  "coordinates": [[0.066, -0.414, -3.298], [0.074, -0.263, -1.827], [0.307, -1.165, -0.862], [0.200, -2.616, -1.006], [-0.410, -3.241, -0.028], [-0.680, -2.639, 1.267], [-0.355, -1.362, 1.575], [0.301, -0.574, 0.511], [0.027, 0.862, 0.116], [0.072, 1.890, 0.968], [-0.439, 3.213, 0.728], [0.637, 1.616, 2.327], [-0.067, 0.971, -1.200], [-0.067, 0.524, -3.667], [-0.606, -1.178, -3.591], [0.946, -0.756, -3.665], [0.442, -3.218, -1.864], [-0.621, -4.232, -0.091], [-1.433, -3.183, 1.760], [-0.371, -0.978, 2.564], [1.395, -0.496, 0.874], [-1.137, 3.260, -0.022], [-0.845, 3.594, 1.644], [0.361, 3.939, 0.474], [-0.158, 1.620, 3.011], [0.978, 0.484, 2.339], [1.396, 2.394, 2.628], [-0.014, 1.947, -1.667]],
  "max_force_ev_per_a": 3.70,
  "total_energy_ev": -14621.7632,
  "total_charge": 1,
  "e_above_lowest_kj_mol": 190.7,
  "lumo_ev": -3.432,
  "spin_multiplicity": 1,
  "homo_ev": -11.37
}



{
  "formula": "C5H11BrO",
  "method": "ωB97M-V/def2-TZVPD",
  "species": ["C", "C", "O", "C", "C", "C", "Br", "H", "H", "H", "H", "H", "H", "H", "H", "H", "H", "H"],
  "coordinates": [[-1.279, 1.026, 0.611], [0.233, 1.334, 0.413], [0.372, 2.270, -0.571], [0.959, -0.166, -0.107], [0.728, -0.448, -1.604], [0.579, -1.360, 0.794], [2.854, 0.004, 0.143], [-1.319, 0.401, 1.427], [-1.590, 0.676, -0.330], [-1.851, 1.869, 0.761], [0.682, 1.486, 1.473], [1.323, 2.687, -0.642], [0.843, 0.540, -1.983], [-0.174, -0.910, -1.631], [1.407, -1.172, -1.935], [0.955, -1.172, 1.725], [-0.438, -1.537, 0.896], [1.059, -2.397, 0.422]],
  "max_force_ev_per_a": 4.02,
  "total_energy_ev": -77451.9306,
  "e_above_lowest_kj_mol": 144.9,
  "lumo_ev": 0.719,
  "spin_multiplicity": 1,
  "homo_ev": -9.60
}